{
  "formula": "C23H25ClF4NO9",
  "method": "ωB97M-V/def2-TZVPD",
  "symbols": ["C", "C", "C", "C", "C", "C", "C", "C", "F", "F", "F", "N", "F", "C", "C", "C", "O", "Cl", "H", "H", "H", "H", "H", "H", "H", "H", "H", "H", "H", "H", "H", "H", "H", "H", "H", "C", "C", "C", "O", "C", "C", "C", "O", "O", "O", "H", "H", "H", "H", "C", "C", "C", "O", "C", "C", "C", "O", "O", "O", "H", "H", "H", "H"],
  "xyz": [[5.691, 0.372, 0.703], [5.204, 0.953, -0.619], [3.737, 0.646, -0.987], [2.795, 0.493, 0.193], [2.226, 1.800, 0.827], [1.988, 2.976, -0.122], [1.041, 1.252, 1.659], [-0.253, 2.060, 1.768], [-1.124, 1.383, 2.509], [0.062, 3.195, 2.373], [-0.821, 2.325, 0.595], [0.856, -0.198, 1.180], [-0.435, -0.650, 1.192], [1.537, -0.340, -0.140], [0.696, 0.187, -1.301], [-0.324, -0.804, -1.818], [-0.038, -1.770, -2.461], [-1.991, -0.397, -1.460], [5.219, 0.848, 1.565], [5.540, -0.707, 0.757], [6.761, 0.549, 0.804], [5.829, 0.547, -1.414], [5.378, 2.029, -0.626], [3.697, -0.261, -1.594], [3.365, 1.452, -1.619], [3.259, -0.034, 1.031], [2.956, 2.160, 1.552], [1.345, 3.724, 0.333], [2.952, 3.432, -0.338], [1.544, 2.704, -1.075], [1.373, 1.157, 2.692], [1.325, -0.789, 1.872], [1.767, -1.388, -0.333], [1.396, 0.328, -2.126], [0.216, 1.138, -1.100], [-2.372, 0.659, -6.544], [-3.275, 0.289, -7.466], [-3.836, -1.113, -7.524], [-4.658, -1.337, -8.390], [-3.366, -2.089, -6.560], [-2.462, -1.719, -5.643], [-1.916, -0.312, -5.577], [-1.109, -0.072, -4.692], [-1.977, -2.543, -4.724], [-3.755, 1.098, -8.390], [-1.969, 1.660, -6.495], [-3.765, -3.092, -6.615], [-1.341, -2.039, -4.180], [-4.392, 0.574, -8.917], [-2.190, -0.592, 5.085], [-1.504, -1.727, 5.238], [-1.745, -2.667, 6.391], [-1.062, -3.674, 6.414], [-2.747, -2.314, 7.374], [-3.435, -1.170, 7.229], [-3.202, -0.235, 6.066], [-3.876, 0.772, 6.011], [-4.366, -0.764, 8.073], [-0.548, -2.143, 4.405], [-2.029, 0.085, 4.259], [-2.908, -2.989, 8.201], [-4.711, 0.084, 7.734], [-0.254, -3.004, 4.768]],
  "mulliken_charge": [-1.21, -0.61, -1.45, -0.24, 0.27, -1.75, -0.15, 0.46, -0.21, -0.26, -0.22, 0.29, -0.15, -0.24, -1.02, 0.31, -0.57, -0.14, 0.28, 0.28, 0.44, 0.46, 0.31, 0.56, 0.44, 0.70, 0.55, 0.43, 0.47, 0.30, 0.36, 0.47, 0.79, 0.46, 0.50, -1.14, 0.34, 1.09, -0.60, -0.94, 0.38, 1.06, -0.52, -0.55, -0.56, 0.43, 0.45, 0.27, 0.38, -0.99, 0.26, 1.02, -0.63, -1.03, 0.32, 0.95, -0.61, -0.54, -0.55, 0.65, 0.44, 0.37, 0.38],
  "total_charge": 1,
  "relative_energy_kcal_mol": 0.0,
  "gap_ev": 7.782
}

---

{
  "formula": "C23H25FN2O3",
  "method": "ωB97M-V/def2-TZVPD",
  "symbols": ["C", "C", "C", "C", "C", "C", "C", "C", "O", "N", "C", "C", "C", "C", "C", "N", "C", "O", "C", "C", "C", "C", "C", "O", "C", "F", "C", "C", "C", "H", "H", "H", "H", "H", "H", "H", "H", "H", "H", "H", "H", "H", "H", "H", "H", "H", "H", "H", "H", "H", "H", "H", "H", "H"],
  "xyz": [[-6.344, 3.059, -1.354], [-5.671, 1.722, -1.201], [-6.410, 0.544, -1.261], [-5.814, -0.704, -1.125], [-6.638, -1.963, -1.157], [-4.439, -0.766, -0.930], [-3.678, 0.392, -0.885], [-2.199, 0.236, -0.655], [-1.761, -0.712, -0.032], [-1.431, 1.193, -1.246], [-0.063, 1.585, -1.021], [0.261, 2.660, -0.009], [0.823, 1.288, 0.174], [0.442, 0.496, 1.409], [0.907, -0.954, 1.317], [2.332, -1.018, 1.004], [3.209, -1.424, 1.952], [2.880, -1.731, 3.087], [4.670, -1.497, 1.580], [5.595, -0.839, 2.388], [6.947, -0.940, 2.121], [7.397, -1.715, 1.059], [6.493, -2.394, 0.258], [6.850, -3.182, -0.792], [5.135, -2.270, 0.535], [4.270, -2.934, -0.251], [2.686, -0.355, -0.239], [2.294, 1.118, -0.166], [-4.298, 1.632, -1.012], [-5.748, 3.855, -0.909], [-6.488, 3.302, -2.409], [-7.326, 3.063, -0.881], [-7.483, 0.604, -1.408], [-6.147, -2.739, -1.745], [-6.777, -2.357, -0.148], [-7.623, -1.781, -1.584], [-3.939, -1.719, -0.804], [-1.954, 1.880, -1.764], [0.486, 1.636, -1.955], [0.916, 3.473, -0.300], [-0.552, 2.936, 0.651], [0.942, 0.969, 2.262], [-0.629, 0.527, 1.592], [0.745, -1.474, 2.256], [0.357, -1.463, 0.527], [5.232, -0.267, 3.230], [7.664, -0.423, 2.745], [8.458, -1.803, 0.852], [7.810, -3.208, -0.855], [3.752, -0.449, -0.426], [2.157, -0.849, -1.060], [2.534, 1.616, -1.108], [2.891, 1.598, 0.617], [-3.722, 2.548, -0.926]],
  "mulliken_charge": [-1.55, 0.45, -0.71, 0.83, -1.43, -0.87, 0.85, 0.50, -0.58, -0.15, -0.82, -1.07, 1.31, -1.14, -1.02, 0.12, 0.53, -0.66, 0.50, -0.72, -0.88, -0.48, 0.37, -0.53, 0.80, -0.35, -0.62, -1.10, -0.88, 0.37, 0.31, 0.38, 0.37, 0.36, 0.30, 0.38, 0.51, 0.25, 0.38, 0.30, 0.31, 0.37, 0.57, 0.42, 0.45, 0.46, 0.39, 0.27, 0.31, 0.48, 0.25, 0.47, 0.27, 0.38],
  "relative_energy_kcal_mol": 8.9,
  "gap_ev": 9.383,
  "smiles": "Cc1cc(C)cc(C(=O)N[C@H]2CC23CCN(C(=O)c2cccc(O)c2F)CC3)c1"
}

---

{
  "formula": "C23H25FeN4O2",
  "method": "ωB97M-V/def2-TZVPD",
  "symbols": ["Fe", "C", "O", "C", "C", "C", "C", "C", "C", "N", "N", "C", "C", "O", "C", "C", "C", "C", "C", "C", "C", "C", "H", "H", "H", "H", "H", "H", "H", "H", "H", "H", "H", "H", "H", "C", "C", "N", "C", "C", "N", "C", "C", "H", "H", "H", "H", "H", "H", "H", "H", "H", "H", "H", "H"],
  "xyz": [[0.833, 0.356, 0.508], [2.780, -0.456, 3.162], [2.050, -0.846, 1.978], [2.070, -2.190, 1.645], [3.118, -3.031, 1.947], [3.042, -4.377, 1.604], [1.901, -4.889, 0.990], [0.853, -4.056, 0.675], [0.935, -2.685, 0.965], [-0.032, -1.761, 0.665], [-1.164, -2.130, 0.230], [-2.202, -1.312, 0.030], [-2.132, 0.131, 0.308], [-1.058, 0.642, 0.741], [-3.277, 0.926, 0.051], [-4.416, 0.373, -0.436], [-4.529, -1.028, -0.711], [-5.721, -1.578, -1.179], [-5.816, -2.938, -1.441], [-4.718, -3.768, -1.231], [-3.531, -3.247, -0.757], [-3.414, -1.872, -0.486], [2.720, -1.240, 3.914], [2.298, 0.440, 3.545], [3.821, -0.242, 2.926], [4.003, -2.651, 2.437], [3.877, -5.025, 1.830], [1.838, -5.945, 0.768], [-0.041, -4.434, 0.203], [-3.207, 1.982, 0.272], [-5.276, 1.003, -0.629], [-6.579, -0.935, -1.323], [-6.745, -3.358, -1.799], [-4.795, -4.825, -1.441], [-2.678, -3.884, -0.576], [2.093, 2.780, 0.439], [2.576, 4.240, 0.138], [2.163, 4.572, -1.205], [2.759, 3.675, -2.175], [2.221, 2.229, -1.913], [1.343, 2.267, -0.731], [0.188, 3.145, -0.993], [0.717, 4.582, -1.315], [1.437, 2.767, 1.319], [2.957, 2.130, 0.622], [3.661, 4.307, 0.217], [2.137, 4.945, 0.843], [3.843, 3.707, -2.074], [2.498, 4.007, -3.179], [3.045, 1.537, -1.729], [1.647, 1.871, -2.768], [-0.455, 3.154, -0.111], [-0.383, 2.746, -1.832], [0.309, 5.308, -0.614], [0.436, 4.883, -2.324]],
  "lowdin_spin": [3.74, 0.00, 0.04, 0.06, 0.00, 0.09, 0.00, 0.06, 0.03, 0.23, -0.07, 0.19, 0.08, 0.15, 0.00, 0.05, 0.02, 0.05, 0.10, 0.00, 0.12, 0.00, 0.00, 0.00, 0.00, 0.00, 0.00, 0.00, 0.00, 0.00, 0.00, 0.00, 0.00, 0.00, 0.01, 0.01, 0.01, 0.00, 0.00, 0.00, 0.03, 0.00, 0.00, 0.00, 0.00, 0.00, 0.00, 0.00, 0.00, 0.00, 0.00, 0.00, 0.00, 0.00, 0.00],
  "s_squared": 8.84,
  "total_charge": 2,
  "multiplicity": 6,
  "gap_ev": [6.353, 4.440]
}

---

{
  "formula": "C23H25FeN5S",
  "method": "ωB97M-V/def2-TZVPD",
  "symbols": ["Fe", "N", "N", "C", "N", "S", "H", "H", "H", "H", "H", "C", "C", "N", "C", "C", "C", "C", "C", "C", "C", "C", "C", "N", "C", "H", "H", "H", "H", "H", "H", "H", "H", "C", "C", "C", "C", "C", "C", "C", "C", "C", "C", "H", "H", "H", "H", "H", "H", "H", "H", "H", "H", "H", "H"],
  "xyz": [[0.276, -1.093, 1.042], [-1.048, -2.619, 0.638], [-1.446, -3.393, 1.745], [-0.757, -3.310, 2.905], [-1.148, -4.133, 3.882], [0.518, -2.234, 3.112], [-1.867, -2.237, 0.173], [-0.554, -3.199, -0.036], [-2.124, -4.125, 1.592], [-1.862, -4.831, 3.762], [-0.643, -4.112, 4.752], [3.624, 1.551, 1.627], [2.860, 0.409, 1.368], [1.546, 0.387, 1.491], [0.919, 1.519, 1.887], [1.599, 2.709, 2.165], [2.996, 2.704, 2.024], [0.845, 3.863, 2.565], [-0.499, 3.814, 2.671], [-1.220, 2.606, 2.384], [-2.618, 2.503, 2.461], [-3.217, 1.305, 2.164], [-2.419, 0.222, 1.786], [-1.104, 0.286, 1.691], [-0.509, 1.465, 1.996], [4.697, 1.508, 1.507], [3.329, -0.512, 1.045], [3.562, 3.604, 2.228], [1.381, 4.779, 2.781], [-1.061, 4.690, 2.972], [-3.207, 3.363, 2.752], [-4.289, 1.185, 2.214], [-2.879, -0.734, 1.561], [-0.417, 1.341, -1.685], [-0.246, -0.168, -1.926], [-1.653, -0.791, -1.971], [0.563, -0.703, -0.765], [0.474, -0.469, -3.239], [0.784, -1.795, -3.542], [1.448, -2.132, -4.709], [1.821, -1.139, -5.606], [1.524, 0.181, -5.318], [0.857, 0.514, -4.144], [-0.969, 1.503, -0.759], [-0.985, 1.803, -2.496], [0.547, 1.847, -1.606], [-2.184, -0.573, -1.038], [-1.602, -1.873, -2.118], [-2.244, -0.382, -2.792], [1.625, -0.476, -0.949], [0.507, -2.579, -2.845], [1.676, -3.169, -4.921], [2.342, -1.396, -6.519], [1.811, 0.964, -6.008], [0.641, 1.555, -3.949]],
  "lowdin_spin": [0.24, 0.01, 0.00, 0.01, 0.01, 0.01, 0.00, 0.01, 0.00, 0.00, 0.00, 0.00, 0.01, 0.01, 0.00, 0.00, 0.00, 0.00, 0.00, 0.00, 0.00, 0.00, 0.00, 0.00, 0.00, 0.00, 0.00, 0.00, 0.00, 0.00, 0.00, 0.00, 0.00, 0.03, 0.06, 0.01, 0.49, 0.01, 0.01, 0.00, 0.00, 0.00, 0.00, 0.00, 0.01, 0.00, 0.00, 0.00, 0.00, 0.03, 0.01, 0.00, 0.00, 0.00, 0.00],
  "s_squared": 1.14,
  "total_charge": 1,
  "multiplicity": 2,
  "relative_energy_kcal_mol": 0.0,
  "gap_ev": [6.573, 7.639]
}